14
Properties=species:S:1:pos:R:3:forces:R:3:nbo_charge:R:1 method="wB97M-V/def2-TZVPD" orbital_gap_ev=11.294 largest_force_ev_per_a=1.100 lumo_ev=0.8 spin_multiplicity=1 smiles="N#CO[C@@H]1C=CC1.[H][H]" e_homo_ev=-10.517
N 2.659830 -0.475113 0.373538 -0.763 -0.421 -0.672 -0.43
C 1.813069 -0.878694 -0.312149 0.622 0.308 0.515 0.55
O 0.896444 -1.351023 -1.088940 0.270 -0.010 0.099 -0.48
C -0.347488 -0.591276 -1.126764 -0.219 0.018 -0.106 0.08
C -1.149864 -0.512356 0.201912 -0.054 -0.120 0.108 -0.45
C -1.000523 0.985849 0.032764 0.044 0.104 -0.083 -0.12
C -0.252949 0.908665 -1.071820 -0.028 0.085 0.057 -0.24
H 1.410068 0.534828 2.255694 -0.088 0.051 0.058 0.03
H -0.874205 -1.031824 -1.974522 0.060 0.079 0.116 0.21
H -0.623224 -0.943413 1.059311 -0.036 0.080 -0.130 0.23
H -2.168009 -0.914593 0.160452 0.160 0.046 0.012 0.21
H 0.826300 0.819613 2.621393 0.048 -0.011 0.027 -0.03
H -1.403502 1.818240 0.601533 0.059 -0.120 -0.114 0.22
H 0.214059 1.631091 -1.732408 -0.075 -0.091 0.114 0.22

14
Properties=species:S:1:pos:R:3:forces:R:3:nbo_charge:R:1 method="wB97M-V/def2-TZVPD" orbital_gap_ev=8.808 largest_force_ev_per_a=6.686 lumo_ev=0.9 spin_multiplicity=1 smiles="C#CC/C=C(/N)O" e_homo_ev=-7.940
C -1.973903 -0.202261 -0.122482 0.023 -0.013 -0.552 -0.02
C -2.876422 -0.999904 -0.073189 3.462 2.874 -0.391 -0.21
C 1.269446 -0.190020 -0.002990 -1.897 -1.591 1.478 0.47
C -1.016594 0.885986 -0.274447 1.224 2.660 0.126 -0.53
C 0.516091 0.867050 -0.162136 -0.524 1.124 -0.430 -0.36
N 2.631283 -0.282489 0.057144 0.366 6.613 -0.916 -0.81
O 0.697925 -1.398330 0.403263 1.178 -0.481 -0.400 -0.73
H -0.227304 -1.581930 0.192949 0.115 0.739 -0.262 0.51
H -3.566782 -1.664889 0.155435 -2.825 -2.657 0.645 0.21
H -1.067844 1.479594 -1.191296 -0.978 -0.900 -0.762 0.25
H -1.311881 1.740918 0.355358 -0.309 -0.592 0.626 0.24
H 1.024095 1.847533 -0.310277 -0.663 -0.840 -0.108 0.21
H 3.064039 0.602561 0.542826 -0.948 -2.763 -1.297 0.39
H 2.837854 -1.103814 0.429845 1.777 -4.176 2.244 0.38

14
Properties=species:S:1:pos:R:3:forces:R:3:nbo_charge:R:1 method="wB97M-V/def2-TZVPD" orbital_gap_ev="7.879 / 7.634" largest_force_ev_per_a=1.556 lumo_ev="0.2 / 0.2" spin_multiplicity=1 e_homo_ev="-7.700 / -7.475"
C -1.614417 -0.357705 0.522406 0.215 0.035 0.135 -0.43
C -0.730583 0.349741 -0.402810 1.040 1.143 0.177 -0.37
C 0.533781 1.330939 -0.047369 -0.787 -0.551 -0.425 -0.09
O 1.398565 0.667467 0.850939 0.012 -0.197 -0.040 -0.46
C 1.588195 -0.627907 0.604821 -0.068 -0.316 -0.043 0.41
N 1.000946 -1.379809 -0.266046 -0.439 -0.057 0.611 -0.55
C -0.162298 -0.937080 -0.862101 -0.190 0.134 0.179 0.05
H -1.316133 -1.082486 1.266597 0.563 0.377 0.083 0.21
H -2.642579 0.020686 0.653125 0.326 -0.709 -0.673 0.20
H -1.344436 0.821829 -1.174709 0.151 0.107 0.134 0.24
H 0.489540 2.362017 0.356370 -0.797 -0.692 -0.269 0.21
H 0.985755 1.360657 -1.041771 0.354 0.197 0.058 0.18
H 2.373892 -1.025411 1.244246 -0.023 -0.004 -0.213 0.18
H -0.492524 -1.564522 -1.689484 -0.358 0.532 0.286 0.22

14
Properties=species:S:1:pos:R:3:forces:R:3:nbo_charge:R:1 method="wB97M-V/def2-TZVPD" orbital_gap_ev=10.164 largest_force_ev_per_a=1.078 lumo_ev=1.0 spin_multiplicity=1 e_homo_ev=-9.159
O 1.585852 -1.310878 0.189209 -0.903 -0.477 -0.345 -0.50
C 0.580373 -1.795168 -0.168517 0.637 0.069 0.241 0.72
C -0.514747 -2.398521 -0.567832 0.111 -0.034 0.056 -0.78
N -1.121979 0.461057 0.084502 0.249 0.231 -0.235 -0.39
C -0.226454 1.084859 1.099053 0.030 0.100 0.309 -0.24
C 0.673199 1.614258 -0.051937 0.051 0.059 0.013 -0.49
C -0.350326 0.868816 -0.858494 -0.183 0.001 -0.058 0.09
H -1.428563 -1.835863 -0.704896 0.215 -0.073 0.071 0.29
H -0.482861 -3.474327 -0.668842 0.032 0.044 -0.042 0.26
H 0.247471 0.332968 1.741886 -0.130 0.202 -0.117 0.21
H -0.734303 1.833648 1.715751 0.093 -0.122 -0.114 0.20
H 1.701206 1.235987 -0.081079 -0.242 0.087 -0.031 0.23
H 0.662102 2.699142 -0.198073 0.046 -0.163 0.055 0.22
H -0.477560 0.668979 -1.926419 -0.006 0.075 0.195 0.19

14
Properties=species:S:1:pos:R:3:forces:R:3:nbo_charge:R:1 method="wB97M-V/def2-TZVPD" orbital_gap_ev="8.696 / 8.646" largest_force_ev_per_a=1.035 lumo_ev="-1.1 / -1.1" spin_multiplicity=1 e_homo_ev="-9.787 / -9.722"
C -0.642250 -2.032368 -1.651531 0.179 0.133 -0.149 -0.23
C 0.466400 -0.782681 0.681729 0.075 0.058 0.014 -0.59
C 0.243080 0.687509 0.418332 -0.031 -0.168 -0.170 0.10
C -0.714409 1.483842 1.199436 -0.291 0.014 -0.009 -0.08
O 0.683150 1.590665 1.417500 0.165 0.049 0.084 -0.45
C 0.524986 1.118598 -0.953300 0.160 0.239 -0.823 0.26
N 0.735497 1.409896 -2.051900 -0.179 -0.237 0.991 -0.29
H -0.240624 -1.411405 0.098185 0.061 0.076 0.058 0.23
H 0.398210 -2.302828 -1.941330 -0.172 0.016 0.097 0.09
H -0.756745 -1.036612 -2.136187 0.006 -0.173 0.134 0.10
H 0.270917 -0.992624 1.737333 0.006 0.016 -0.167 0.24
H 1.496688 -1.068240 0.449367 -0.183 0.045 0.001 0.23
H -1.187276 2.353605 0.746372 0.097 -0.131 0.060 0.20
H -1.277625 0.982642 1.985992 0.107 0.062 -0.120 0.19

14
Properties=species:S:1:pos:R:3:forces:R:3:nbo_charge:R:1 method="wB97M-V/def2-TZVPD" orbital_gap_ev=9.893 largest_force_ev_per_a=1.323 lumo_ev=1.1 spin_multiplicity=1 e_homo_ev=-8.762
C -1.745677 -0.989864 0.126726 0.283 -0.126 -0.320 -0.26
N -1.711579 0.427707 0.272968 -0.066 0.509 0.957 -0.63
C -0.448265 -0.071118 0.008269 -0.234 -0.129 0.372 0.12
C 0.827853 0.028643 0.861613 -0.053 -0.192 0.573 0.05
C 1.749674 -0.262904 -0.354318 -0.030 -0.263 -0.026 -0.42
C 0.707773 0.762690 -0.778106 -0.215 -0.052 -0.486 0.06
O 0.910365 1.450199 0.501449 -0.109 0.146 -0.047 -0.51
H -2.199892 -1.414908 1.044362 1.231 -0.378 -0.306 0.20
H -2.029301 -1.595514 -0.735745 -0.145 0.793 -0.383 0.18
H -2.226194 1.173604 -0.150271 0.115 0.005 -0.653 0.39
H 0.960224 -0.277094 1.900206 0.037 0.228 -0.049 0.20
H 1.749552 -1.227521 -0.864369 -0.175 -0.075 0.254 0.20
H 2.761992 0.145219 -0.246578 -0.346 -0.047 0.036 0.22
H 0.715823 1.435880 -1.645340 -0.291 -0.420 0.079 0.20

14
Properties=species:S:1:pos:R:3:forces:R:3:nbo_charge:R:1 method="wB97M-V/def2-TZVPD" orbital_gap_ev="8.598 / 8.597" largest_force_ev_per_a=0.383 lumo_ev="0.2 / 0.2" spin_multiplicity=1 e_homo_ev="-8.439 / -8.438"
O 0.936415 -1.404201 -1.721155 -0.067 0.157 0.172 -0.61
C 0.708303 -0.532749 -0.893468 0.149 0.100 -0.155 0.34
C 0.039881 0.906086 -0.985747 -0.032 0.073 -0.235 -0.26
N -0.274882 1.042726 0.445292 0.063 0.152 0.078 -0.40
C -1.294286 -0.057362 0.628989 -0.312 -0.082 -0.064 -0.22
C -0.098724 -0.981262 0.681732 -0.051 -0.229 0.303 -0.35
C 0.689918 0.145169 1.037165 0.092 -0.045 0.091 0.10
H -0.856267 0.985411 -1.608062 0.110 -0.046 0.099 0.21
H 0.783915 1.630591 -1.323754 -0.075 -0.126 0.025 0.22
H -2.007125 -0.165216 -0.194498 0.110 0.018 0.083 0.20
H -1.829426 0.080635 1.571129 0.098 -0.023 -0.115 0.21
H -0.004178 -2.021049 0.979250 0.002 0.153 -0.067 0.23
H 1.519479 0.409232 1.685587 -0.111 -0.064 -0.119 0.24
H 1.686977 -0.038010 -0.302460 0.023 -0.039 -0.096 0.09

14
Properties=species:S:1:pos:R:3:forces:R:3:nbo_charge:R:1 method="wB97M-V/def2-TZVPD" orbital_gap_ev=8.837 largest_force_ev_per_a=0.662 lumo_ev=0.9 spin_multiplicity=1 smiles="C/C(C=C=N)=C/O" e_homo_ev=-7.977
C -2.020507 -0.326572 -0.369878 -0.035 -0.029 0.002 -0.62
C -0.598351 0.001341 0.014047 0.145 0.170 0.211 -0.10
C 0.482901 -0.824677 -0.556150 0.182 0.026 -0.009 -0.45
C 1.775149 -0.601261 -0.395834 0.318 0.108 -0.111 0.43
N 2.970139 -0.307287 -0.388300 -0.631 -0.195 0.035 -0.64
O 0.909782 1.479264 1.163282 0.084 0.089 -0.185 -0.69
C -0.341096 1.019935 0.845338 -0.291 -0.059 -0.091 0.13
H -2.724805 0.046724 0.380906 0.132 -0.034 -0.115 0.22
H -2.285328 0.137287 -1.328672 0.071 -0.117 0.127 0.22
H -2.178625 -1.405660 -0.476662 0.070 0.147 0.074 0.21
H 0.217649 -1.744974 -1.071656 0.044 0.152 0.038 0.25
H 3.479672 -0.592985 0.448970 -0.044 -0.072 -0.103 0.38
H -1.123900 1.553646 1.379138 0.018 -0.096 -0.161 0.17
H 1.437315 1.565225 0.355470 -0.062 -0.089 0.288 0.49